No. 1
A molecular structure, C39H26F12N2O5PTc. Source: the Open Molecules 2025 dataset; level of theory: wB97M-V/def2-TZVPD.

The geometry in XYZ format:
```
86
Properties=species:S:1:pos:R:3:forces:R:3:lowdin_charge:R:1
Tc 0.055375 -0.161302 0.993140 0.12 0.08 -0.63 1.736
C -3.368296 -6.053824 -0.612669 -0.02 0.05 0.06 0.025
C -2.914842 -4.737858 -0.119577 0.00 -0.04 -0.01 -0.132
C -3.821222 -3.745268 0.273207 0.04 0.08 0.05 0.047
C -3.341908 -2.548762 0.724650 -0.09 -0.10 -0.08 0.058
C -1.929124 -2.285444 0.821233 0.07 0.06 0.10 -0.143
N -1.572998 -1.172849 1.503722 -0.30 -0.15 0.08 0.019
C -2.381456 -0.744136 2.508260 0.02 -0.01 -0.10 -0.166
C -3.046510 -1.756077 3.278587 -0.05 -0.01 0.12 0.055
C -3.999413 -1.441916 4.208380 0.04 0.01 -0.07 0.050
C -4.343701 -0.099978 4.404295 -0.02 0.00 0.00 -0.136
C -5.357347 0.316928 5.394294 0.02 -0.07 -0.01 0.024
C -3.644031 0.909280 3.671220 0.12 0.03 -0.03 0.096
C -2.626782 0.644937 2.795734 -0.07 -0.02 0.13 -0.021
C -1.937770 1.797229 2.063349 -0.03 0.05 -0.12 -0.244
O -0.734680 1.474056 1.421789 0.16 -0.03 0.31 -0.230
C -2.881661 2.334124 0.948820 -0.06 0.02 0.05 -0.560
F -3.174636 1.283969 0.149998 0.00 -0.01 -0.02 0.161
F -2.283650 3.255859 0.212394 0.02 -0.01 -0.02 0.210
F -4.005121 2.814198 1.446567 0.02 0.00 -0.01 0.228
C -1.462690 2.903770 3.069427 -0.10 0.04 0.03 -0.567
F -2.461808 3.481811 3.714247 0.01 0.00 -0.02 0.213
F -0.767791 3.829186 2.432634 0.03 0.01 -0.03 0.211
F -0.659354 2.296189 3.957480 0.00 0.00 0.00 0.180
C -0.995929 -3.228177 0.251160 -0.11 -0.07 -0.03 -0.011
C -1.517320 -4.432832 -0.131941 0.10 0.12 -0.01 0.092
C 0.511650 -2.990876 0.135599 0.04 0.06 -0.06 -0.239
O 0.932482 -1.670510 0.322460 0.04 -0.02 0.08 -0.227
C 1.291549 -3.827816 1.205244 -0.06 -0.10 -0.03 -0.559
F 0.832171 -5.064174 1.290538 0.04 0.02 -0.02 0.219
F 1.090240 -3.217060 2.391479 -0.05 0.00 0.07 0.158
F 2.581205 -3.847536 0.947369 0.04 0.07 0.05 0.234
C 0.998500 -3.308783 -1.318831 -0.04 -0.12 -0.09 -0.565
F 2.221928 -2.850048 -1.519165 0.04 0.03 0.03 0.203
F 0.177200 -2.670588 -2.173973 -0.01 0.00 0.03 0.174
F 0.972572 -4.606405 -1.580622 -0.01 0.02 0.01 0.215
H -4.349528 -6.319628 -0.223524 0.00 0.00 -0.03 0.114
H -2.644160 -6.838399 -0.393173 0.00 -0.01 -0.02 0.117
H -3.454408 -5.997127 -1.707627 0.00 -0.04 -0.01 0.140
H -4.886604 -3.917085 0.190209 0.00 0.00 0.00 0.153
H -4.015000 -1.726548 0.935637 -0.02 -0.01 -0.02 0.151
H -2.686419 -2.773622 3.179575 -0.02 0.00 0.02 0.152
H -4.459647 -2.214689 4.810000 0.00 -0.01 0.00 0.151
H -5.931768 -0.520281 5.781734 0.00 0.01 0.01 0.109
H -6.026867 1.067312 4.965255 0.00 0.01 0.02 0.124
H -4.848287 0.808460 6.234120 -0.03 0.02 0.01 0.137
H -3.952201 1.929822 3.846337 0.00 0.00 0.00 0.145
H -0.860524 -5.216055 -0.481462 0.02 0.00 -0.01 0.144
O -0.611324 0.144353 -0.888917 -0.07 -0.14 -0.04 -0.036
C 0.289086 0.722894 -1.547975 0.00 0.04 -0.03 -0.399
O 1.379119 1.042176 -0.848153 0.03 -0.01 0.09 -0.104
C 0.305027 1.098394 -2.925920 0.03 0.02 0.08 -0.129
C -0.718471 0.933957 -3.855656 0.06 0.05 -0.03 0.065
C -0.504094 1.423017 -5.136552 0.00 -0.01 0.01 0.018
C 0.691632 2.058592 -5.464280 -0.01 -0.01 -0.01 0.035
C 1.720167 2.222842 -4.529456 0.02 -0.02 0.06 0.008
C 1.518757 1.729191 -3.257835 -0.02 0.06 -0.09 -0.200
P 2.615396 1.795874 -1.842783 0.00 -0.02 -0.03 1.170
C 2.882503 3.371232 -1.147974 0.13 0.05 0.03 -0.300
C 4.184185 3.903958 -1.169181 -0.06 -0.02 0.00 -0.043
C 4.384498 5.212457 -0.760376 0.01 -0.07 -0.01 -0.014
C 3.307657 5.978543 -0.337889 -0.01 0.03 0.01 0.007
C 2.014292 5.454813 -0.323245 0.02 -0.01 0.00 -0.024
C 1.793317 4.158439 -0.733762 -0.08 -0.06 -0.01 -0.056
C 3.983147 0.725149 -1.956311 0.03 -0.04 0.00 -0.306
C 4.925838 0.669897 -0.910608 -0.04 0.08 0.03 -0.064
C 6.016545 -0.166328 -1.027366 -0.02 0.00 -0.01 -0.020
C 6.183041 -0.936002 -2.177601 0.01 -0.01 0.01 0.009
C 5.253511 -0.891705 -3.210345 -0.04 0.04 0.01 -0.020
C 4.146626 -0.069595 -3.104932 -0.04 0.00 0.00 -0.044
H -1.649694 0.453754 -3.587266 0.00 -0.01 0.02 0.143
H -1.274315 1.319207 -5.888828 0.00 0.00 0.00 0.140
H 0.829697 2.440348 -6.467910 0.00 0.00 -0.01 0.143
H 2.636259 2.726766 -4.810270 0.00 0.00 0.00 0.142
H 5.022788 3.313418 -1.511428 0.02 0.00 -0.02 0.116
H 5.379916 5.634284 -0.776653 0.01 -0.01 0.00 0.135
H 3.470069 7.000444 -0.020862 0.01 0.00 0.00 0.137
H 1.188130 6.072164 0.001081 -0.02 -0.01 0.00 0.128
H 0.784670 3.759985 -0.732766 -0.01 0.00 -0.01 0.109
H 4.812287 1.287513 -0.027710 -0.01 0.00 0.01 0.120
H 6.750943 -0.212691 -0.235236 0.00 0.01 0.01 0.132
H 7.053869 -1.571980 -2.270238 0.00 -0.01 0.00 0.137
H 5.401600 -1.488633 -4.099621 -0.01 0.00 -0.01 0.132
H 3.426994 -0.033196 -3.912123 0.00 0.00 -0.02 0.113
O 0.642495 -0.533980 2.921006 -0.08 -0.04 0.25 0.031
N 1.444419 0.088969 2.358362 0.26 0.14 -0.05 0.143
```
Positions in Å, forces in eV/Å.

Summary:
Charge: +4
Kohn-Sham gap (spin up / spin down): 4.96 / 4.96 eV
Spin multiplicity: 1
LUMO (spin up / spin down): -14.18 / -14.18 eV



No. 2
A molecular structure, C39H28Cl4InN3O4. Source: the Open Molecules 2025 dataset; level of theory: wB97M-V/def2-TZVPD.

The geometry in XYZ format:
```
79
Properties=species:S:1:pos:R:3:forces:R:3:lowdin_charge:R:1
In -0.253403 -0.757403 -0.630485 -0.64 -0.40 0.56 0.971
C -2.225725 3.509281 -1.411223 0.00 0.01 0.01 -0.054
C -3.402521 3.328957 -0.698975 -0.07 0.03 0.01 -0.048
C -3.534240 2.231625 0.128021 -0.07 0.08 -0.05 0.000
C -2.488249 1.317782 0.240013 0.16 -0.05 0.05 -0.207
N -1.374835 1.476211 -0.491023 0.21 0.13 -0.26 0.058
C -1.246678 2.545980 -1.283440 -0.08 -0.17 0.07 -0.134
C -2.530489 0.161048 1.179660 0.07 0.03 0.03 -0.191
C -3.513049 0.068167 2.168487 -0.03 0.06 -0.02 -0.040
C -3.502251 -0.991426 3.057806 0.02 -0.05 0.05 -0.085
C -2.508500 -1.961341 2.977526 0.08 0.00 -0.08 -0.077
C -1.528364 -1.869136 1.994401 -0.21 0.20 0.07 -0.091
C -1.535958 -0.807744 1.091061 0.08 -0.05 0.01 -0.150
H -2.073589 4.363436 -2.057224 0.00 -0.03 0.02 0.106
H -4.213839 4.041874 -0.786563 0.03 -0.03 0.00 0.112
H -4.451417 2.075722 0.676176 0.03 0.01 0.00 0.106
H -0.324248 2.621022 -1.845099 -0.03 -0.01 0.06 0.074
H -4.283215 0.824103 2.269095 0.05 -0.04 0.00 0.099
H -4.264439 -1.054693 3.825391 0.03 -0.01 -0.03 0.101
H -2.500574 -2.785389 3.682741 0.00 0.03 -0.04 0.102
H -0.754272 -2.623869 1.930873 -0.01 -0.01 0.00 0.099
Cl 4.405071 0.041105 -1.209712 -0.01 0.12 -0.05 0.799
C 4.305516 -0.846062 -2.703227 0.04 -0.03 -0.04 -0.551
C 3.691175 -0.199027 -3.762418 0.21 0.09 -0.04 -0.172
C 3.627606 -0.781303 -5.014303 -0.04 0.02 0.00 -0.093
C 4.178557 -2.038768 -5.193733 -0.13 -0.07 -0.05 -0.127
C 4.746485 -2.696753 -4.123497 0.05 0.01 0.06 -0.580
Cl 5.393049 -4.294115 -4.398471 0.01 0.00 0.05 0.700
C 4.848944 -2.134913 -2.834085 0.01 -0.03 0.09 -0.281
N 5.489407 -2.847394 -1.841895 -0.07 0.04 0.07 0.064
C 5.510807 -2.608169 -0.433716 -0.05 0.15 -0.21 -0.257
C 6.718047 -2.238339 0.149194 0.06 0.01 0.03 -0.035
C 6.790603 -1.949230 1.500949 -0.02 -0.04 -0.02 -0.082
C 5.637832 -2.011832 2.273687 -0.02 0.04 -0.01 -0.074
C 4.438553 -2.393369 1.694208 -0.01 -0.14 -0.01 -0.028
C 4.359745 -2.724265 0.342405 -0.12 -0.08 0.06 -0.181
C 3.042819 -3.202626 -0.239742 0.19 0.24 -0.13 -0.017
C 1.999350 -2.108615 -0.307879 -0.26 0.41 0.34 -0.614
O 1.573248 -1.710257 -1.451867 -0.08 -0.03 0.39 -0.126
O 1.522805 -1.611789 0.741712 0.22 -0.31 -0.51 -0.013
H 3.282549 0.788037 -3.590874 0.17 -0.09 -0.04 0.067
H 3.156757 -0.263970 -5.839844 0.01 -0.01 0.02 0.110
H 4.153856 -2.526719 -6.159757 0.01 0.00 0.04 0.106
H 5.978828 -3.665001 -2.157687 0.05 -0.08 -0.07 0.085
H 7.592356 -2.144109 -0.484435 -0.04 -0.02 0.02 0.116
H 7.736144 -1.659779 1.943994 -0.05 -0.01 -0.02 0.103
H 5.673556 -1.765878 3.328402 -0.01 -0.02 -0.05 0.104
H 3.537356 -2.449576 2.292872 0.02 0.02 -0.01 0.118
H 2.649262 -3.989760 0.404486 -0.10 0.04 -0.01 0.140
H 3.170997 -3.604065 -1.239897 0.10 -0.08 -0.03 0.120
Cl 0.720356 0.516592 -3.082838 -0.16 0.00 -0.30 0.855
C -0.284363 0.160106 -4.477977 0.00 0.07 0.10 -0.489
C -0.887312 1.240396 -5.084609 0.01 0.07 0.07 -0.108
C -1.699291 1.043765 -6.185773 -0.04 -0.01 -0.08 -0.086
C -1.858491 -0.243969 -6.662228 -0.05 0.04 -0.04 -0.116
C -1.228895 -1.319535 -6.056813 -0.01 -0.02 -0.02 -0.560
Cl -1.455462 -2.862043 -6.828959 0.05 -0.03 0.01 0.758
C -0.424809 -1.174236 -4.910604 0.04 -0.10 0.15 -0.272
N 0.206717 -2.198063 -4.241260 -0.09 -0.12 -0.04 0.112
C -0.118528 -3.596895 -4.251971 -0.08 0.33 -0.04 -0.245
C 0.855427 -4.490560 -4.660469 0.09 -0.10 0.02 -0.020
C 0.606573 -5.855861 -4.664482 -0.04 0.04 -0.03 -0.075
C -0.639750 -6.323280 -4.275597 0.00 0.02 0.02 -0.078
C -1.605968 -5.423130 -3.844733 -0.03 -0.05 0.04 -0.031
C -1.359217 -4.057242 -3.804844 -0.09 0.03 0.07 -0.186
C -2.394024 -3.106000 -3.245726 0.06 -0.03 0.06 -0.024
C -1.773293 -2.229992 -2.175607 0.39 0.06 0.06 -0.610
O -1.018827 -2.773617 -1.318372 -0.28 0.09 -0.35 -0.014
O -1.933844 -0.969580 -2.196173 0.26 -0.32 0.02 -0.043
H -0.728063 2.230159 -4.674983 0.00 -0.06 -0.02 0.104
H -2.190020 1.878617 -6.669267 0.03 -0.06 0.03 0.106
H -2.469203 -0.438164 -7.534292 0.02 0.00 0.03 0.103
H 0.881612 -1.937580 -3.533477 0.04 0.07 0.01 0.088
H 1.809954 -4.098945 -4.985021 0.07 0.01 -0.03 0.107
H 1.377534 -6.544458 -4.986709 -0.02 0.02 0.01 0.103
H -0.856682 -7.385611 -4.285718 0.02 0.08 0.00 0.102
H -2.568963 -5.791282 -3.504619 0.06 0.03 -0.02 0.114
H -3.190366 -3.685243 -2.775942 -0.04 0.00 -0.05 0.132
H -2.838500 -2.473913 -4.015075 0.00 0.02 0.00 0.121
```
Positions in Å, forces in eV/Å.

Summary:
Charge: 0
Energy relative to the best compared isomer or geometry (same formula, charge and spin): 12.6 kcal/mol
Kohn-Sham gap: 8.24 eV
Spin multiplicity: 1
LUMO: 0.23 eV